--- one ---
10
Properties=species:S:1:pos:R:3:lowdin_charge:R:1 method="wB97M-V/def2-TZVPD" e_lumo_ev=0.55 homo_ev=-10.2 orbital_gap_ev=10.7161
C 1.15198 0.18248 -0.03509 -0.4917
C -0.42309 -0.06271 -0.21648 -0.4457
N -1.24636 0.96446 0.29379 0.1001
O 1.60351 1.28589 -0.02223 0.1257
O 1.90163 -0.91277 0.08547 0.1205
F -0.68004 -1.28563 0.10541 0.0461
H -0.50198 -0.20880 -1.62888 0.2297
H -1.07447 1.27237 1.28982 0.1321
H 1.34727 -1.68337 -0.18354 0.1268
H -2.07846 0.44809 0.31173 0.0564

--- two ---
10
Properties=species:S:1:pos:R:3:lowdin_charge:R:1 method="wB97M-V/def2-TZVPD" e_lumo_ev=0.44 homo_ev=-7.4 orbital_gap_ev=7.8276
C -2.22986 0.40326 -0.02157 -0.4491
C 0.81335 -0.93254 0.65301 -0.1790
N 1.18273 0.39837 -0.05357 0.1105
O -3.00196 -0.41537 0.07555 0.2541
O -1.50481 1.29948 -0.14075 0.1674
F -0.44998 -1.25726 0.02351 -0.1899
H 1.59072 -1.60546 0.20114 0.0301
H 1.40422 0.44672 -1.03222 0.1375
H 0.36817 0.85703 -0.20075 0.0314
H 1.82741 0.80579 0.49564 0.0870

Quick one: least stable of them? two

--- one ---
9
Properties=species:S:1:pos:R:3:lowdin_charge:R:1 method="wB97M-V/def2-TZVPD" e_lumo_ev=-0.47 homo_ev=-8.0 orbital_gap_ev=7.5119
O 0.22792 0.85415 0.98271 -0.3571
Si 1.17596 -0.14605 0.16438 0.4454
Si -2.31755 -0.04831 0.21488 0.5527
H 0.29606 1.08803 1.84476 -0.0014
H 2.54680 0.66850 0.29578 -0.0287
H 0.98218 -1.55018 0.31441 -0.0941
H 0.54284 -0.04211 -1.30030 -0.0387
H -2.56210 -0.03823 1.71226 -0.2371
H -1.97878 -1.46691 -0.12658 -0.2410

--- two ---
9
Properties=species:S:1:pos:R:3:lowdin_charge:R:1 method="wB97M-V/def2-TZVPD" e_lumo_ev=-0.71 smiles="O=[SiH2].[SiH4]" homo_ev=-10.7 orbital_gap_ev=10.0199
O 1.65457 -0.76755 0.04396 -0.4908
Si 2.77455 0.27832 0.28774 0.6442
H 3.50853 0.78718 -0.88806 -0.0818
H 3.44551 0.69240 1.58864 -0.0725
Si -2.20180 -0.22331 -0.19040 0.5342
H -1.83949 0.59758 1.00967 -0.1333
H -3.72770 -0.48987 -0.18230 -0.1269
H -1.34536 -1.42667 -0.20168 -0.1323
H -2.26880 0.55192 -1.46757 -0.1408

Quick one: least stable of them? one

--- one ---
33
Properties=species:S:1:pos:R:3:lowdin_charge:R:1 method="wB97M-V/def2-TZVPD" e_lumo_ev=2.72 charge=-1 homo_ev=-6.7 orbital_gap_ev=9.3976
Br 14.05622 -29.79356 -19.61772 -0.0338
C 11.50116 -28.56454 -16.17903 -0.7687
O 10.60885 -28.74868 -15.35809 -0.0018
N 12.13372 -27.46526 -16.47049 0.1647
N 11.96729 -29.55770 -16.94775 0.1288
H 12.86920 -27.60237 -17.14901 0.0898
H 11.77228 -26.63121 -16.03027 0.1219
H 11.76305 -30.49079 -16.61952 0.1082
H 12.59474 -29.26932 -17.68479 -0.0621
C 13.80623 -25.37081 -19.88363 -0.7546
O 13.99868 -24.19953 -20.11690 0.0257
N 14.66698 -26.35478 -20.14373 0.1286
N 12.66386 -25.97640 -19.60386 0.1473
H 14.52075 -27.35198 -20.07813 -0.0588
H 15.53966 -26.07424 -20.56778 0.1068
H 11.77287 -25.50995 -19.51080 0.1131
H 12.68827 -26.98607 -19.61115 0.0497
C 16.00741 -32.23540 -17.30309 -0.6895
O 16.57525 -32.71425 -16.28148 -0.0580
N 14.64135 -32.09056 -17.32720 0.1136
N 16.64096 -31.88116 -18.41827 0.1443
H 14.17776 -31.68668 -18.12850 -0.0656
H 14.06756 -32.32221 -16.52895 0.0964
H 16.01024 -31.52556 -19.12242 -0.0040
H 17.60344 -32.17368 -18.50861 0.1117
C 10.35721 -29.61901 -22.40081 -0.7915
O 9.34960 -29.33841 -23.08463 -0.0314
N 10.70661 -29.20101 -21.24411 0.1792
N 11.19442 -30.46589 -22.90062 0.1531
H 11.66253 -29.37966 -20.97134 0.0029
H 10.20081 -28.54667 -20.66438 0.1237
H 10.98739 -30.93238 -23.77219 0.1204
H 12.06352 -30.58903 -22.40102 0.0900

--- two ---
33
Properties=species:S:1:pos:R:3:lowdin_charge:R:1 method="wB97M-V/def2-TZVPD" e_lumo_ev=2.98 charge=-1 homo_ev=-4.1 orbital_gap_ev=7.1021
Br -0.47912 -0.27364 -0.72745 -0.1351
C 2.44256 1.14041 -2.74597 -0.8597
O 1.34526 0.90194 -3.21447 -0.0080
N 3.43002 1.58327 -3.40498 0.1434
N 2.78212 0.85276 -1.54460 0.1671
H 3.33607 1.65500 -4.40804 0.1137
H 4.35998 1.46442 -3.02930 0.1021
H 2.04428 0.36720 -1.05479 0.0031
H 3.71054 0.99593 -1.17359 0.1092
C -3.87377 1.39339 -1.85542 -0.8277
O -2.78678 1.29499 -2.40641 -0.0185
N -4.06388 0.59781 -0.83506 0.1448
N -4.82566 2.18991 -2.13052 0.1633
H -3.29337 0.08265 -0.43379 0.0300
H -5.01148 0.44415 -0.52115 0.0919
H -5.50814 2.23795 -1.38753 0.1062
H -4.64944 2.86773 -2.85826 0.1239
C 2.75368 -2.58168 1.16263 -0.8740
O 3.38483 -1.71985 0.64090 0.0478
N 1.44855 -2.55819 1.05763 0.1474
N 3.17545 -3.62345 1.69327 0.1686
H 1.01602 -1.79449 0.55783 -0.0632
H 0.88458 -3.14333 1.65733 0.0965
H 4.15261 -3.75655 1.91130 0.1252
H 2.48649 -4.34831 1.83480 0.1159
C -0.91958 0.87412 3.27727 -0.8199
O -0.61760 1.63830 4.11108 0.0527
N -0.29701 -0.28983 3.16221 0.1457
N -1.95849 0.91324 2.46307 0.1514
H 0.49864 -0.39021 3.77620 0.1049
H -0.43454 -0.95129 2.41146 0.0539
H -1.85216 0.32329 1.65021 -0.0076
H -2.68066 1.61237 2.36415 0.1047

Quick one: least stable of them? two

--- one ---
50
Properties=species:S:1:pos:R:3:lowdin_charge:R:1 method="wB97M-V/def2-TZVPD" e_lumo_ev=-0.52 homo_ev=-8.8 orbital_gap_ev=8.2961
C -5.53404 -0.83311 2.99302 -0.0473
O -4.69882 0.12008 2.35451 -0.0459
C -3.37850 -0.05731 2.52216 -0.4569
O -2.91475 -0.96290 3.17098 0.1156
C -2.57118 0.97379 1.82725 -0.1194
C -1.18343 0.91210 1.93814 0.0126
C -0.39410 1.85033 1.30632 -0.0062
C -0.97821 2.86186 0.54920 -0.1894
C -0.09180 3.81885 -0.20782 -0.1276
O 0.70354 3.10508 -1.14399 -0.0492
C 0.05126 2.42327 -2.13298 -0.2162
C -0.91213 3.01848 -2.93674 -0.0043
C -1.49931 2.31096 -3.96928 -0.0637
C -1.13342 0.99587 -4.21098 -0.0719
C -0.19064 0.38640 -3.40992 -0.0053
C 0.41117 1.07306 -2.35171 -0.1110
C 1.34386 0.47349 -1.43457 0.0668
C 1.68558 -0.82187 -1.25443 -0.1165
C 1.22831 -1.91529 -2.00391 -0.2142
N 0.91141 -2.87057 -2.56286 0.1805
C 2.62253 -1.12307 -0.11298 -0.4511
O 2.99940 -0.24764 0.64161 0.0583
N 2.98761 -2.41433 -0.00630 0.0943
C 3.85215 -2.91470 1.04452 -0.4137
C 3.07671 -3.87895 1.93954 -0.0504
C 5.07513 -3.58840 0.42778 -0.0533
C -2.36136 2.91836 0.43510 -0.0175
C -3.15743 1.98657 1.07416 0.0008
H -5.38528 -0.80373 4.07453 0.0980
H -6.55554 -0.56105 2.74003 0.0929
H -5.30383 -1.83909 2.63588 0.0979
H -0.74372 0.12006 2.52474 0.1233
H 0.68095 1.79700 1.39069 0.1216
H 0.63425 4.29011 0.46031 0.1390
H -0.68559 4.60177 -0.69373 0.1176
H -1.18985 4.04824 -2.76923 0.1155
H -2.23870 2.79181 -4.59213 0.1072
H -1.58603 0.44774 -5.02278 0.1058
H 0.09059 -0.63697 -3.59963 0.0927
H 1.81562 1.16178 -0.74220 0.1239
H 2.61903 -3.09308 -0.65646 0.1257
H 4.16027 -2.03744 1.62244 0.1390
H 2.74330 -4.74225 1.36653 0.0788
H 3.70904 -4.22484 2.75240 0.0773
H 2.20578 -3.38464 2.36283 0.0797
H 5.60980 -2.89079 -0.21224 0.0794
H 4.77321 -4.44773 -0.16822 0.0783
H 5.74836 -3.92827 1.20969 0.0772
H -2.81979 3.69784 -0.15664 0.1143
H -4.23138 2.03313 0.98737 0.1172

--- two ---
50
Properties=species:S:1:pos:R:3:lowdin_charge:R:1 method="wB97M-V/def2-TZVPD" e_lumo_ev=0.60 smiles="CC(C)COc1ccc(C(=O)Nc2ccc(NC(=O)c3ccco3)cc2)cc1" homo_ev=-7.8 orbital_gap_ev=8.3963
C 9.85204 0.07772 1.28875 -0.0775
C 8.49170 -0.53517 0.96669 -0.4000
C 7.49652 -0.24965 2.08828 -0.0678
C 7.99987 -0.00476 -0.38907 -0.1714
O 6.88559 -0.72586 -0.87843 -0.0305
C 5.61416 -0.29543 -0.70252 -0.2678
C 5.21341 0.89871 -0.10707 -0.0096
C 3.87152 1.21073 -0.02310 -0.0034
C 2.89102 0.34833 -0.50283 -0.1454
C 1.47135 0.77932 -0.37531 -0.4186
O 1.15812 1.95169 -0.32833 0.0762
N 0.58380 -0.25900 -0.29606 0.1295
C -0.80774 -0.22095 -0.19571 -0.2220
C -1.48304 -1.43403 -0.06159 -0.0281
C -2.85762 -1.46400 0.03334 -0.0272
C -3.59451 -0.28106 -0.00359 -0.2209
N -4.98387 -0.37550 0.09718 0.1401
C -5.91682 0.61967 0.08177 -0.4034
O -5.68656 1.80717 -0.02785 0.0855
C -7.29189 0.10642 0.21573 -0.1841
C -8.47653 0.79612 0.24169 0.0127
C -9.49385 -0.17115 0.38755 -0.0482
C -8.86056 -1.37590 0.44012 -0.1065
O -7.53243 -1.22440 0.33765 0.0398
C -2.92190 0.93046 -0.13751 0.0075
C -1.54481 0.95996 -0.23255 0.0069
C 3.29453 -0.83944 -1.11247 -0.0300
C 4.63124 -1.15208 -1.21209 0.0045
H 10.22160 -0.30510 2.23652 0.0782
H 9.77265 1.16032 1.36430 0.0820
H 10.57818 -0.16076 0.51528 0.0759
H 8.60241 -1.62034 0.86746 0.1402
H 6.52192 -0.67613 1.86252 0.0749
H 7.38264 0.82226 2.23731 0.0820
H 7.85078 -0.68570 3.01959 0.0789
H 8.78417 -0.16468 -1.13704 0.1327
H 7.79780 1.06852 -0.33412 0.1233
H 5.93214 1.59518 0.29344 0.1030
H 3.55803 2.14045 0.42720 0.1218
H 0.97866 -1.18843 -0.26661 0.1258
H -0.92468 -2.35988 -0.03188 0.1097
H -3.36729 -2.41208 0.13692 0.1107
H -5.34157 -1.31684 0.19448 0.1387
H -8.58446 1.85778 0.16480 0.1200
H -10.54824 0.00389 0.44540 0.1035
H -9.23163 -2.37666 0.54480 0.1227
H -3.48444 1.84815 -0.16705 0.1026
H -1.03159 1.90104 -0.33356 0.1019
H 2.57202 -1.51412 -1.55022 0.1118
H 4.95390 -2.06255 -1.69251 0.1192

Quick one: least stable of them? one